Record 1
{"formula": "C5H10NO2", "method": "ωB97M-V/def2-TZVPD", "species": ["C", "N", "C", "C", "C", "C", "O", "O", "H", "H", "H", "H", "H", "H", "H", "H", "H", "H"], "xyz": [[0.4334, 1.3882, 1.2939], [-0.3010, 0.4598, 0.6107], [-1.4411, -0.0522, 1.3557], [1.0940, 0.6066, -1.5325], [-0.0683, -0.0107, -0.8145], [0.1197, -1.6645, -0.6035], [-1.0480, -2.2267, -0.3009], [1.4629, 1.9245, 0.8976], [0.0402, 1.6668, 2.2621], [-1.1143, 0.0048, 2.3990], [-2.3963, 0.4907, 1.2570], [-1.6678, -1.0865, 1.0451], [2.0023, 0.6478, -0.9327], [0.9927, 1.6191, -1.9413], [1.5167, -0.0448, -2.3074], [-1.0248, 0.1655, -1.2970], [0.4867, -2.1025, -1.5734], [0.9128, -1.7859, 0.1820]], "forces_ev_per_angstrom": [[0.46, -0.69, -2.17], [0.40, 1.50, 0.16], [-0.41, -0.47, 0.44], [1.69, 0.16, -0.19], [0.42, -1.76, 1.87], [-1.14, 0.88, -0.98], [-0.31, -0.55, 0.29], [0.05, 0.33, 0.35], [-0.48, -0.17, 0.65], [-0.52, -0.29, 0.05], [0.36, 0.44, -0.25], [0.54, 0.16, 0.07], [-0.34, 0.23, 0.58], [-0.32, -0.19, 0.10], [-0.98, -0.16, -0.47], [-0.09, -0.27, -0.35], [0.56, 0.56, 0.11], [0.11, 0.29, -0.26]], "e_lumo_ev": 3.97, "gap_ev": 6.54, "fmax_ev_per_a": 2.605, "charge": -1, "de_lowest_kj_mol": 266.1}

Record 2
{"formula": "C3H3NO", "method": "ωB97M-V/def2-TZVPD", "species": ["O", "C", "C", "N", "C", "H", "H", "H"], "xyz": [[0.8390, -1.1676, -0.3416], [1.0549, 0.1639, -0.1009], [-0.1075, 0.7385, 0.2232], [-1.0336, -0.3086, 0.1488], [-0.4731, -1.4881, -0.2126], [2.0585, 0.5325, -0.2412], [-0.3224, 1.7385, 0.5734], [-2.0159, -0.2092, -0.0491]], "forces_ev_per_angstrom": [[0.05, -0.15, 0.02], [0.03, 0.13, 0.10], [0.22, -0.07, -0.09], [-0.13, -0.28, -0.46], [0.13, 0.41, -0.13], [-0.12, -0.03, 0.22], [-0.09, -0.20, -0.27], [-0.08, 0.18, 0.61]], "e_lumo_ev": 0.92, "gap_ev": 10.23, "fmax_ev_per_a": 0.642, "charge": 0, "de_lowest_kj_mol": 133.8}

Record 3
{"formula": "C60H110Cl2F18N20P3", "method": "ωB97M-V/def2-TZVPD", "species": ["C", "C", "N", "C", "C", "N", "C", "C", "H", "H", "H", "H", "H", "H", "H", "H", "H", "H", "H", "C", "C", "N", "C", "C", "N", "C", "C", "H", "H", "H", "H", "H", "H", "H", "H", "H", "H", "H", "C", "C", "N", "C", "C", "N", "C", "C", "H", "H", "H", "H", "H", "H", "H", "H", "H", "H", "H", "C", "C", "N", "C", "C", "N", "C", "C", "H", "H", "H", "H", "H", "H", "H", "H", "H", "H", "H", "C", "C", "N", "C", "C", "N", "C", "C", "H", "H", "H", "H", "H", "H", "H", "H", "H", "H", "H", "C", "C", "N", "C", "C", "N", "C", "C", "H", "H", "H", "H", "H", "H", "H", "H", "H", "H", "H", "C", "C", "N", "C", "C", "N", "C", "C", "H", "H", "H", "H", "H", "H", "H", "H", "H", "H", "H", "C", "C", "N", "C", "C", "N", "C", "C", "H", "H", "H", "H", "H", "H", "H", "H", "H", "H", "H", "C", "C", "N", "C", "C", "N", "C", "C", "H", "H", "H", "H", "H", "H", "H", "H", "H", "H", "H", "C", "C", "N", "C", "C", "N", "C", "C", "H", "H", "H", "H", "H", "H", "H", "H", "H", "H", "H", "Cl", "Cl", "P", "F", "F", "F", "F", "F", "F", "P", "F", "F", "F", "F", "F", "F", "P", "F", "F", "F", "F", "F", "F"], "xyz": [[-3.4855, -10.3203, 5.2701], [-2.0951, -10.8288, 5.6683], [-1.2707, -11.1174, 4.5134], [-0.8407, -12.3578, 4.1286], [-0.1877, -12.2143, 2.9489], [-0.0661, -10.8717, 2.7136], [-0.7703, -10.2045, 3.6412], [0.2768, -10.3051, 1.4392], [-3.7976, -10.7728, 4.3206], [-3.5502, -9.2552, 5.0477], [-4.3452, -10.6366, 5.8658], [-2.1809, -11.7389, 6.2671], [-1.6415, -10.1104, 6.3550], [-1.1605, -13.2556, 4.6283], [0.1120, -12.9054, 2.1781], [-0.9874, -9.1482, 3.6461], [0.2539, -9.2219, 1.5147], [-0.5075, -10.6325, 0.7458], [1.1853, -10.7586, 1.0452], [-5.4873, -15.3932, -1.5983], [-4.0824, -15.8808, -1.2110], [-3.0624, -15.0390, -1.8305], [-2.6459, -15.0490, -3.1301], [-1.5794, -14.2005, -3.1992], [-1.4959, -13.5570, -1.9927], [-2.3185, -14.1589, -1.1287], [-0.5153, -12.5318, -1.7169], [-5.7566, -14.5575, -0.9572], [-6.2332, -16.1907, -1.5466], [-5.5694, -15.2235, -2.6731], [-4.0027, -16.8462, -1.7159], [-3.9208, -16.0188, -0.1477], [-3.0988, -15.6983, -3.8594], [-0.9090, -14.0655, -4.0299], [-2.4028, -14.0085, -0.0649], [0.2920, -12.7265, -2.4214], [-0.1311, -12.5313, -0.7029], [-0.8828, -11.5205, -1.8980], [0.3768, -2.0894, 0.1319], [-1.0276, -1.9410, 0.7231], [-1.2976, -2.7667, 1.8940], [-0.8848, -2.4838, 3.1681], [-1.1357, -3.5168, 3.9626], [-1.6050, -4.5411, 3.1541], [-1.6209, -4.0910, 1.9016], [-2.2189, -5.8060, 3.5776], [0.4131, -1.3467, -0.6647], [0.6008, -3.0821, -0.2576], [1.1852, -1.8648, 0.8315], [-1.7384, -2.0814, -0.0900], [-1.1937, -0.9019, 1.0081], [-0.4148, -1.5596, 3.4662], [-1.0059, -3.6802, 5.0184], [-1.8885, -4.6436, 1.0153], [-1.5847, -6.6867, 3.5785], [-3.0074, -6.0482, 2.8682], [-2.6752, -5.5958, 4.5377], [-2.2356, -6.9041, 13.3305], [-3.4189, -6.7457, 12.3832], [-2.9958, -6.5928, 10.9574], [-1.7072, -6.4082, 10.5341], [-1.7014, -6.2170, 9.1957], [-3.0382, -6.2887, 8.8083], [-3.7795, -6.6202, 9.8640], [-3.5099, -6.0459, 7.4528], [-1.5532, -7.7019, 13.0415], [-2.6607, -7.1026, 14.3139], [-1.6493, -5.9935, 13.4646], [-4.0454, -5.8886, 12.6159], [-3.9979, -7.6479, 12.5809], [-0.9396, -6.3839, 11.2872], [-0.9562, -5.9801, 8.4534], [-4.8406, -6.7991, 9.8556], [-3.1664, -5.0985, 7.0448], [-4.5936, -5.9067, 7.4762], [-3.3314, -6.8497, 6.7421], [3.2113, -4.3153, 1.5879], [2.4037, -4.3808, 2.8970], [2.7766, -5.5151, 3.7388], [2.3136, -6.8076, 3.6167], [2.9896, -7.5786, 4.4996], [3.8973, -6.7750, 5.1401], [3.7139, -5.5185, 4.6945], [4.9559, -7.1743, 6.0317], [2.5141, -3.8963, 0.8631], [3.6036, -5.2819, 1.2934], [3.9700, -3.5402, 1.6965], [1.3337, -4.5024, 2.7128], [2.4123, -3.4885, 3.5242], [1.4850, -7.0791, 2.9836], [2.9132, -8.6434, 4.6260], [4.3615, -4.7006, 4.9650], [4.6302, -7.0385, 7.0648], [5.8241, -6.5342, 5.8884], [5.2238, -8.2115, 5.8503], [-2.1056, -16.0285, 2.4228], [-1.7853, -16.6335, 3.7438], [-1.1771, -17.9706, 3.6915], [0.1380, -18.2669, 3.9439], [0.3093, -19.6031, 3.6936], [-0.9442, -20.1168, 3.4739], [-1.7968, -19.0907, 3.3209], [-1.2795, -21.5372, 3.2609], [-2.7946, -16.6931, 1.8803], [-1.3085, -15.8503, 1.7036], [-2.8123, -15.2000, 2.5217], [-2.5960, -16.7070, 4.4715], [-1.0322, -16.0798, 4.3141], [0.8163, -17.4720, 4.2030], [1.1556, -20.2584, 3.8114], [-2.8352, -19.1139, 3.0349], [-2.3492, -21.5569, 3.0699], [-1.0740, -22.0916, 4.1743], [-0.7279, -22.0099, 2.4526], [-7.4598, -8.7140, 7.4111], [-8.8291, -8.2835, 6.9022], [-9.5812, -7.6726, 8.0283], [-10.0783, -8.3059, 9.1758], [-10.6875, -7.3655, 9.9189], [-10.8347, -6.2438, 9.1406], [-10.1921, -6.4712, 7.9813], [-11.5481, -5.0349, 9.5733], [-6.9119, -7.9966, 8.0197], [-6.7759, -8.9688, 6.6000], [-7.4872, -9.6701, 7.9460], [-9.4049, -9.0863, 6.4512], [-8.7090, -7.4710, 6.1858], [-9.6330, -9.2628, 9.3906], [-11.1595, -7.5377, 10.8726], [-10.0988, -5.7092, 7.2231], [-11.4217, -4.9324, 10.6487], [-12.6129, -5.1764, 9.4010], [-11.1115, -4.1860, 9.0570], [2.5536, -10.1835, -1.8298], [3.3732, -11.2982, -2.4713], [4.7242, -11.3694, -1.8962], [5.7707, -10.5682, -2.2169], [6.7585, -10.8909, -1.3264], [6.3097, -11.8726, -0.5067], [5.0261, -12.1376, -0.8545], [7.0134, -12.5892, 0.5677], [2.5405, -10.3222, -0.7473], [1.5148, -10.3768, -2.1027], [2.8750, -9.1920, -2.1317], [3.4675, -11.1265, -3.5442], [2.9442, -12.2949, -2.3729], [5.7837, -10.0029, -3.1327], [7.8068, -10.6624, -1.2042], [4.4822, -12.9173, -0.3436], [7.1125, -13.6290, 0.2684], [6.5257, -12.4725, 1.5302], [8.0196, -12.1860, 0.6662], [-6.8339, -12.1881, 2.2000], [-6.5727, -11.8120, 3.6615], [-5.9842, -12.8210, 4.5448], [-4.7746, -13.3905, 4.2724], [-4.4649, -14.3245, 5.2013], [-5.6572, -14.4743, 5.9199], [-6.5186, -13.5011, 5.5609], [-5.8494, -15.4679, 6.9655], [-5.8554, -12.4444, 1.7864], [-7.1452, -11.3412, 1.5908], [-7.5922, -12.9625, 2.0856], [-7.5350, -11.5399, 4.0956], [-5.9423, -10.9297, 3.5438], [-4.1940, -13.0122, 3.4421], [-3.6072, -14.8525, 5.5753], [-7.4893, -13.4296, 6.0229], [-6.3677, -15.0669, 7.8325], [-4.9277, -15.9704, 7.2475], [-6.4672, -16.2766, 6.5689], [-1.3525, -10.2396, 10.1648], [-0.3238, -11.0889, 10.9162], [1.0415, -11.0305, 10.3564], [2.0748, -10.3985, 10.9912], [3.2006, -10.5683, 10.2206], [2.7853, -11.0871, 9.0205], [1.4815, -11.3394, 9.1189], [3.5848, -11.3148, 7.8123], [-1.4267, -10.4232, 9.0932], [-0.9780, -9.2105, 10.1926], [-2.3501, -10.2096, 10.5957], [-0.5654, -12.1526, 10.8138], [-0.2477, -11.0592, 12.0009], [2.0678, -9.8414, 11.9133], [4.2056, -10.2695, 10.4663], [0.8678, -11.6367, 8.2854], [3.8034, -12.3729, 7.6978], [4.5223, -10.7750, 7.9190], [3.0254, -10.8903, 6.9823], [-0.5102, -7.4627, 6.1879], [-3.0573, -11.6106, 1.0280], [-6.1230, -7.2106, 3.6109], [-5.9989, -8.2664, 2.3935], [-6.5886, -8.4923, 4.5005], [-4.5668, -7.3795, 4.1096], [-6.2634, -6.2101, 4.9018], [-5.6597, -6.0281, 2.6261], [-7.7159, -6.9540, 3.3388], [1.9788, -14.7377, 0.5190], [1.8573, -13.0800, 0.3356], [3.5880, -14.7971, 0.6660], [1.7367, -14.6201, 2.1167], [1.9538, -16.3486, 0.5591], [0.3577, -14.7662, 0.3774], [2.2557, -14.6855, -1.0789], [0.3159, -7.1135, 0.3022], [-0.8309, -6.8126, -0.7852], [1.4192, -6.9434, -0.8437], [0.3584, -5.5146, 0.6369], [1.5654, -7.3759, 1.3868], [-0.7612, -7.3630, 1.5201], [0.2575, -8.7199, 0.0702]], "forces_ev_per_angstrom": [[-0.67, -0.41, -1.34], [-1.12, 0.26, 1.05], [1.09, 1.28, -0.22], [-0.45, -0.52, -0.60], [0.31, 0.07, 0.05], [-1.46, -0.36, 1.13], [-0.20, -1.31, 0.12], [-0.32, -1.15, 0.60], [0.53, 0.00, -0.24], [0.19, 0.06, 0.40], [0.47, 0.26, 0.84], [0.01, -0.26, -0.36], [0.40, 0.23, -0.47], [0.00, 0.07, 0.08], [0.30, -0.19, 0.35], [0.17, 0.01, 0.12], [0.33, -1.71, 1.47], [-0.15, 0.32, 0.31], [0.32, 0.40, 0.43], [-0.07, -0.49, 0.27], [-1.13, -0.81, -1.98], [0.67, 0.74, 1.83], [0.65, -0.20, -0.06], [-1.26, -0.20, -0.67], [0.42, -0.86, 0.89], [-0.62, -0.14, -1.10], [0.72, 0.72, -0.20], [-0.34, 0.23, -0.47], [0.15, -0.08, 0.84], [0.46, 0.81, 0.10], [0.40, -0.18, 0.39], [0.15, 0.33, 0.01], [0.14, 0.00, -0.05], [-0.04, 0.46, 0.08], [-0.01, 0.53, -0.07], [0.21, 0.11, 0.23], [-0.16, -0.52, 0.01], [-0.45, -0.21, -0.16], [0.02, 0.12, 0.25], [0.52, 0.68, -0.67], [0.71, -2.23, -0.04], [0.30, 1.93, 0.26], [-0.20, -1.73, 0.50], [0.20, 0.08, -0.91], [-0.57, 1.30, -0.07], [-0.72, -0.05, -0.37], [0.28, -0.18, -0.14], [-0.38, -0.01, -0.18], [-0.21, 0.23, 0.19], [-0.31, -0.61, 0.36], [0.10, -0.06, 0.29], [-0.30, 0.18, -0.30], [0.04, 0.14, -0.03], [-0.19, -0.08, 0.14], [0.54, 0.53, 0.39], [-0.15, 0.24, 0.09], [0.06, -0.36, 0.09], [-0.03, 0.88, 0.25], [0.44, -0.29, 0.11], [-0.72, -1.13, -0.34], [0.55, 0.34, 0.69], [-1.05, 0.39, -0.22], [0.82, -0.61, -0.07], [0.33, 0.93, 0.42], [-1.55, 0.16, -0.66], [-0.20, -0.19, 0.03], [0.13, -0.24, -0.01], [-0.02, 0.04, -0.20], [0.12, 0.08, 0.16], [-0.31, -0.01, -0.89], [0.24, 0.11, -0.33], [0.16, -0.22, 0.10], [-0.02, 0.14, 0.01], [0.57, -0.11, 0.29], [-0.01, -0.17, 0.23], [0.53, -0.09, 0.27], [-0.73, 1.28, 0.81], [-0.83, -0.13, -0.01], [0.61, -0.75, 1.13], [-0.57, 0.23, 0.98], [0.10, -0.04, -0.50], [-0.45, 0.96, -0.74], [0.47, -0.47, -0.46], [0.16, 0.19, 0.84], [0.19, -0.46, -0.37], [-0.05, 0.03, -0.15], [0.44, -0.42, -0.06], [0.13, -0.30, -0.29], [0.58, 0.08, -0.14], [0.34, 0.32, 0.58], [0.06, 0.05, 0.29], [-0.17, 0.13, 0.00], [0.03, -0.20, -0.01], [0.03, -0.13, -0.14], [0.01, 0.05, -0.06], [-1.92, -0.53, -1.20], [1.25, -0.05, 1.48], [-0.03, -0.51, -0.75], [0.38, -0.19, -0.58], [-0.27, 0.41, 1.42], [-0.21, 0.32, -1.67], [0.11, -0.27, 1.01], [-0.35, 0.08, 0.32], [0.24, -0.43, 0.10], [0.39, 0.33, 0.54], [0.71, 0.59, 0.23], [-0.46, 0.00, -0.54], [0.00, 0.34, -0.35], [0.20, -0.19, -0.05], [0.08, 0.14, -0.04], [0.01, -0.36, 0.06], [0.04, -0.28, -0.11], [-0.03, 0.11, 0.06], [0.06, 0.39, -0.16], [0.66, -1.33, -0.27], [0.76, 0.99, 0.61], [-2.56, 0.49, -0.25], [2.69, 0.12, -0.65], [-1.19, -0.85, 0.04], [0.66, -0.60, -0.21], [0.60, 0.34, 0.85], [-0.01, -0.28, 0.04], [-0.44, 0.30, 0.06], [-0.33, 0.42, -0.37], [-0.37, 0.22, 0.42], [-0.02, -0.02, 0.08], [0.01, -0.20, -0.24], [-0.53, -0.14, 0.36], [-0.03, 0.46, 0.03], [0.07, -0.23, -0.21], [0.22, 0.07, -0.06], [0.04, 0.26, -0.31], [-0.31, 0.12, 0.00], [-0.43, -1.17, 0.21], [0.01, 0.14, -0.45], [-1.14, -0.64, 0.46], [1.10, -0.32, 0.24], [1.26, 0.08, -0.20], [-2.04, -0.35, 0.16], [1.53, -0.09, 0.40], [0.59, 0.20, -0.44], [0.31, 0.33, 0.04], [-0.01, 0.47, -0.29], [-0.08, 0.05, 0.12], [0.21, 0.03, 0.03], [-0.14, 0.10, 0.31], [-0.01, 0.31, 0.23], [-0.16, 0.60, -0.48], [-0.61, 0.12, -0.31], [-0.14, -0.08, 0.22], [-0.29, -0.07, -0.14], [-0.05, 0.10, -0.14], [0.70, -0.90, 0.14], [-1.59, 1.40, -0.88], [0.02, -1.19, -0.49], [1.75, 0.84, -0.58], [-2.08, -0.18, 0.43], [0.71, 1.19, 0.63], [0.36, -1.21, 0.01], [-0.84, -0.82, -0.06], [-0.16, -0.42, -0.36], [-0.08, 0.34, 0.53], [0.22, -0.21, -0.03], [0.23, 0.26, 0.33], [0.18, -0.03, 0.92], [0.21, 0.18, -0.07], [0.18, -0.12, -0.66], [-0.11, 0.37, -0.28], [0.22, 0.16, 0.02], [0.25, 0.54, 0.03], [-0.13, 0.12, -0.03], [0.97, 1.38, 0.30], [-0.62, -2.28, -0.98], [0.26, 1.75, -0.59], [1.91, -0.61, -0.10], [-0.78, 0.92, 0.42], [-0.37, -0.25, 0.52], [-0.48, -0.20, 0.28], [0.07, 0.24, 0.25], [0.06, -0.57, 0.08], [-0.19, 0.13, 0.07], [0.09, -0.43, 0.21], [-0.30, 0.03, -0.21], [0.02, 1.02, -0.05], [-0.52, -0.49, 0.26], [0.06, -0.05, -0.32], [-0.05, -0.30, 0.14], [-0.12, 0.00, -0.13], [-0.03, 0.00, 0.03], [0.10, -0.24, -0.17], [0.04, -0.22, 0.17], [0.08, -0.54, 0.49], [-1.06, 0.40, -0.50], [0.40, 0.42, 0.18], [0.41, -0.36, 1.08], [-0.06, -0.85, -0.41], [-0.14, 0.00, 0.05], [-0.29, -0.04, 0.49], [0.83, 0.10, -0.43], [0.00, -0.30, -1.32], [0.74, -0.20, 1.29], [-0.17, 1.00, 0.97], [0.71, 0.15, -0.01], [-0.08, 0.35, 0.09], [-0.41, -0.01, -0.60], [-0.85, -0.78, -0.25], [0.00, 0.31, -1.32], [-0.03, -0.52, 0.86], [0.16, -0.03, 0.23], [0.26, -0.41, 0.46], [-0.90, -0.05, -1.65], [0.37, 0.64, -0.28], [0.14, 2.88, -3.87]], "e_lumo_ev": -8.50, "gap_ev": 6.90, "fmax_ev_per_a": 4.826, "charge": 5}